Record 1
Molecular formula: C4H12N2O
Method: DFT, ωB97M-V/def2-TZVPD

## Properties
HOMO: -8.9 eV
maximum force: 1.59 eV/Å
frontier orbital gap: 9.89 eV
total energy: -9370.006 eV
SMILES: C[C@H](O)[C@H](N)CN

The geometry in XYZ format:
```
19
Properties=species:S:1:pos:R:3:forces:R:3:nbo_charge:R:1
C 0.703078 -1.904753 -0.475522 0.5 0.4 0.6 -0.64
C -0.205609 -1.154907 0.499188 -0.8 -0.3 -1.0 0.10
O -1.606376 -1.318082 0.150015 0.6 1.4 -0.1 -0.74
C 0.095100 0.341329 0.528957 0.1 -1.0 1.3 -0.08
N -0.516857 0.890066 1.727365 -0.7 0.5 0.7 -0.84
C -0.175294 1.091337 -0.746014 -0.4 0.5 -0.8 -0.24
N 0.684449 2.288917 -0.731147 -0.5 0.1 -0.1 -0.84
H 0.719492 -1.508559 -1.489881 -0.5 -0.1 0.0 0.21
H 0.486182 -2.975069 -0.463342 0.1 0.1 -0.2 0.21
H 1.723839 -1.742452 -0.107866 0.0 -0.4 0.0 0.21
H -0.131883 -1.626381 1.479436 0.6 0.4 0.3 0.18
H -1.727360 -2.244495 0.051474 -0.4 -1.2 -0.2 0.46
H 1.161975 0.413313 0.748736 0.3 -0.1 -0.3 0.19
H -0.464797 1.896253 1.781540 0.5 0.2 -0.2 0.37
H -1.510492 0.706485 1.847092 0.2 -0.5 -0.5 0.36
H -0.073147 0.508346 -1.672781 0.3 -0.2 0.3 0.17
H -1.235556 1.365812 -0.769778 0.2 0.3 0.2 0.20
H 1.643557 2.019239 -0.903170 0.1 0.0 0.0 0.35
H 0.429698 2.953603 -1.454301 0.0 -0.1 0.1 0.36
```
Positions in Å, forces in eV/Å.

***

Record 2
Molecular formula: C4H12N2O
Method: DFT, ωB97M-V/def2-TZVPD

## Properties
HOMO: -9.0 eV
maximum force: 3.42 eV/Å
frontier orbital gap: 9.89 eV
total energy: -9369.022 eV
SMILES: C[C@@H](CO)NCN

The geometry in XYZ format:
```
19
Properties=species:S:1:pos:R:3:forces:R:3:nbo_charge:R:1
C 1.126473 -0.508747 -1.170144 -0.8 -1.1 -0.9 -0.63
C -0.284549 -0.270578 -0.617434 0.9 2.1 2.5 -0.07
C -1.297913 -1.346527 -0.682169 -0.8 -3.0 0.5 -0.07
O -1.145152 -2.118629 -1.888119 -0.3 0.6 -0.1 -0.73
N -0.190753 0.137690 0.837208 -0.3 0.6 -0.8 -0.64
C 0.128395 1.547902 0.944493 0.2 1.6 1.1 -0.05
N 1.073946 1.631684 2.095215 -0.8 0.1 0.1 -0.85
H 1.895441 0.189927 -0.864993 -0.4 0.9 -0.1 0.22
H 1.606005 -1.454418 -0.894115 -0.7 -0.3 0.0 0.21
H 0.934015 -0.515445 -2.246610 0.9 0.0 -0.1 0.22
H -0.677903 0.671884 -1.039064 0.1 -0.6 -0.5 0.19
H -2.358603 -1.098339 -0.459818 0.6 0.9 -0.8 0.18
H -1.188347 -2.082632 0.143913 0.8 0.5 0.0 0.16
H -1.856497 -2.762405 -1.886435 0.0 -0.1 -0.2 0.47
H 0.606505 -0.275715 1.309889 0.0 -0.6 -0.3 0.37
H 0.564583 2.058993 0.066716 0.3 -0.7 0.0 0.16
H -0.739443 2.207487 1.190243 0.0 -0.8 -0.3 0.15
H 0.438438 1.401135 2.863252 0.6 -0.1 0.2 0.35
H 1.365367 2.586727 2.297965 -0.1 -0.1 -0.3 0.36
```
Positions in Å, forces in eV/Å.

***

Record 3
Molecular formula: C4H12N2O
Method: DFT, ωB97M-V/def2-TZVPD

## Properties
HOMO: -9.2 eV
maximum force: 1.61 eV/Å
frontier orbital gap: 9.61 eV
total energy: -9369.817 eV
SMILES: CCC/N=C\N.O

The geometry in XYZ format:
```
19
Properties=species:S:1:pos:R:3:forces:R:3:nbo_charge:R:1
C -2.403889 0.562755 -0.349730 0.2 -0.8 0.6 -0.61
C -0.977860 0.841410 0.112777 0.0 0.5 0.1 -0.40
C -0.358578 -0.409416 0.775570 0.5 1.5 0.1 -0.25
N 0.631612 -0.048180 1.795514 0.0 -0.4 -0.1 -0.46
C 1.837784 0.107555 1.435236 -0.8 0.3 0.1 0.26
N 2.343798 0.178801 0.138486 0.4 -0.2 0.4 -0.84
H -2.425536 -0.313569 -0.999388 0.0 0.4 -0.4 0.22
H -2.992300 0.222799 0.510194 0.0 0.4 0.1 0.20
H -2.883248 1.425487 -0.784718 -0.2 0.1 -0.3 0.21
H -0.353587 1.262440 -0.685314 0.0 -0.5 -0.2 0.18
H -0.972201 1.680970 0.818120 -0.2 -0.3 0.3 0.21
H 0.130567 -1.014182 0.014570 -0.4 -0.5 -0.1 0.17
H -1.179552 -0.914314 1.276362 0.1 -0.4 0.0 0.20
H 2.548751 0.298488 2.236425 0.3 0.0 -0.2 0.17
H 3.221720 -0.310940 0.050635 0.1 0.2 -0.3 0.38
H 1.701238 -0.010795 -0.612817 -0.1 -0.1 0.0 0.38
O -0.691706 -0.951380 -2.708161 0.7 -0.2 -0.2 -0.93
H 0.064703 -0.373178 -2.883808 -0.3 0.1 0.0 0.46
H -0.347258 -1.810985 -2.993813 -0.3 0.1 0.1 0.47
```
Positions in Å, forces in eV/Å.